# C36H72O30S6

12 unconnected molecules or ions with the total composition C36H72O30S6 at a distorted geometry (wB97M-V/def2-TZVPD, the Open Molecules 2025 dataset).

```
144
Properties=species:S:1:pos:R:3
O 1.794 -0.580 -1.513
S 1.710 0.108 -0.232
O 2.932 0.383 0.489
O 0.584 1.342 -0.272
C -0.768 0.923 -0.149
C -0.508 -0.207 0.917
O 0.762 -0.753 0.715
H -1.368 1.759 0.210
H -1.183 0.537 -1.081
H -1.208 -1.030 0.773
H -0.488 0.199 1.928
O 8.310 -1.993 -1.939
S 7.428 -2.538 -2.981
O 7.968 -3.164 -4.176
O 6.250 -3.525 -2.283
C 5.108 -2.810 -1.814
C 5.220 -1.385 -2.400
O 6.232 -1.444 -3.361
H 4.197 -3.335 -2.102
H 5.463 -2.778 -0.784
H 5.530 -0.629 -1.679
H 4.292 -1.216 -2.947
O -2.368 6.146 -2.160
S -2.105 5.266 -0.980
O -2.622 3.918 -0.948
O -0.502 5.331 -0.715
C -0.206 5.510 0.665
C -1.522 5.670 1.405
O -2.429 6.064 0.404
H 0.424 4.729 1.091
H 0.337 6.452 0.736
H -1.542 6.423 2.193
H -1.752 4.698 1.840
O 8.746 -1.050 0.952
S 7.971 -1.950 1.798
O 8.515 -3.284 2.099
O 7.338 -1.195 3.132
C 5.931 -0.959 3.092
C 5.573 -1.163 1.631
O 6.476 -2.026 1.114
H 5.275 -1.531 3.748
H 5.762 0.056 3.450
H 5.784 -0.291 1.013
H 4.538 -1.416 1.398
O -2.634 1.782 -5.623
S -3.199 0.621 -4.921
O -2.731 -0.702 -5.270
O -3.027 0.925 -3.329
C -4.119 1.812 -2.980
C -5.326 1.093 -3.576
O -4.861 0.736 -4.873
H -4.178 2.009 -1.910
H -4.000 2.721 -3.569
H -6.269 1.637 -3.622
H -5.630 0.228 -2.987
O 3.344 2.661 -0.882
S 3.199 3.969 -1.493
O 3.487 5.177 -0.719
O 3.794 4.124 -3.059
C 2.968 3.488 -3.982
C 1.551 3.844 -3.396
O 1.685 3.994 -1.951
H 3.063 3.775 -5.030
H 3.132 2.418 -3.863
H 0.794 3.071 -3.531
H 1.167 4.784 -3.793
C -2.921 -4.025 4.685
C -2.377 -3.249 3.545
C -3.567 -2.564 2.863
O -4.569 -2.507 3.913
C -4.382 -3.663 4.780
H -2.399 -3.769 5.607
H -2.643 -5.069 4.536
H -1.583 -3.708 2.956
H -1.751 -2.454 3.950
H -4.002 -3.243 2.130
H -3.405 -1.581 2.421
H -4.998 -4.511 4.480
H -4.626 -3.420 5.814
C -0.160 -4.015 -3.041
C -0.087 -4.581 -1.590
C -0.270 -3.382 -0.670
O -1.235 -2.673 -1.400
C -0.783 -2.733 -2.814
H -0.787 -4.671 -3.645
H 0.822 -3.841 -3.481
H 0.768 -5.177 -1.271
H -0.941 -5.237 -1.421
H 0.683 -2.954 -0.360
H -0.742 -3.765 0.234
H -0.129 -1.870 -2.942
H -1.616 -2.544 -3.491
C -4.588 -3.298 -1.765
C -6.040 -3.360 -1.279
C -5.837 -2.419 -0.176
O -5.106 -1.372 -0.708
C -4.240 -1.824 -1.729
H -4.255 -3.849 -2.645
H -3.973 -3.788 -1.011
H -6.438 -4.308 -0.917
H -6.665 -3.174 -2.152
H -5.313 -2.786 0.706
H -6.815 -2.149 0.223
H -3.185 -1.575 -1.612
H -4.545 -1.487 -2.719
C 2.143 3.655 3.946
C 1.347 4.106 5.134
C -0.036 3.510 4.754
O -0.044 3.238 3.355
C 1.211 2.767 3.053
H 2.978 3.041 4.283
H 2.640 4.471 3.421
H 1.186 5.179 5.239
H 1.671 3.695 6.089
H -0.897 4.123 5.019
H -0.136 2.509 5.174
H 1.375 2.757 1.975
H 1.217 1.703 3.289
C 0.961 -0.133 -7.019
C 0.783 -1.114 -5.854
C 1.890 -0.494 -4.920
O 1.929 0.946 -5.023
C 1.047 1.195 -6.195
H 0.158 -0.141 -7.756
H 1.953 -0.223 -7.461
H 1.008 -2.177 -5.941
H -0.195 -1.121 -5.373
H 2.886 -0.821 -5.220
H 1.863 -0.705 -3.851
H 1.472 1.978 -6.823
H 0.068 1.623 -5.982
C -1.261 0.506 7.360
C -1.709 -0.643 6.460
C -2.168 0.100 5.227
O -2.528 1.360 5.717
C -2.150 1.651 7.029
H -0.223 0.832 7.285
H -1.435 0.249 8.404
H -2.584 -1.139 6.879
H -0.921 -1.393 6.392
H -3.040 -0.271 4.688
H -1.312 0.181 4.557
H -3.050 1.657 7.643
H -1.483 2.508 7.127
```

Computed properties:
- E_HOMO: -9.8 eV
- Net charge: 0
- Kohn-Sham gap: 9.761 eV
- Max |F|: 4.78 eV/A
- Relative energy (zero: lowest compared OMol25 entry of this formula, charge and spin): 4.711 eV
- E: -164922.3493 eV

Results of the Löwdin charge analysis, in e, for atoms 1 through 99: number 1, O, carries -0.25; number 2, S, carries 0.69; number 3, O, carries -0.24; number 4, O, carries -0.22; number 5, C, carries -0.11; number 6, C, carries -0.16; number 7, O, carries -0.22; number 8, H, carries 0.13; number 9, H, carries 0.12; number 10, H, carries 0.12; number 11, H, carries 0.12; number 12, O, carries -0.25; number 13, S, carries 0.77; number 14, O, carries -0.24; number 15, O, carries -0.23; number 16, C, carries -0.15; number 17, C, carries -0.18; number 18, O, carries -0.21; number 19, H, carries 0.13; number 20, H, carries 0.10; number 21, H, carries 0.13; number 22, H, carries 0.11; number 23, O, carries -0.26; number 24, S, carries 0.73; number 25, O, carries -0.25; number 26, O, carries -0.20; number 27, C, carries -0.16; number 28, C, carries -0.18; number 29, O, carries -0.19; number 30, H, carries 0.12; number 31, H, carries 0.14; number 32, H, carries 0.14; number 33, H, carries 0.12; number 34, O, carries -0.24; number 35, S, carries 0.76; number 36, O, carries -0.24; number 37, O, carries -0.19; number 38, C, carries -0.15; number 39, C, carries -0.25; number 40, O, carries -0.23; number 41, H, carries 0.13; number 42, H, carries 0.13; number 43, H, carries 0.13; number 44, H, carries 0.13; number 45, O, carries -0.26; number 46, S, carries 0.71; number 47, O, carries -0.24; number 48, O, carries -0.22; number 49, C, carries -0.15; number 50, C, carries -0.18; number 51, O, carries -0.19; number 52, H, carries 0.13; number 53, H, carries 0.13; number 54, H, carries 0.14; number 55, H, carries 0.11; number 56, O, carries -0.26; number 57, S, carries 0.71; number 58, O, carries -0.24; number 59, O, carries -0.19; number 60, C, carries -0.18; number 61, C, carries -0.11; number 62, O, carries -0.23; number 63, H, carries 0.14; number 64, H, carries 0.10; number 65, H, carries 0.12; number 66, H, carries 0.13; number 67, C, carries -0.19; number 68, C, carries -0.18; number 69, C, carries -0.17; number 70, O, carries -0.15; number 71, C, carries -0.17; number 72, H, carries 0.10; number 73, H, carries 0.11; number 74, H, carries 0.11; number 75, H, carries 0.09; number 76, H, carries 0.10; number 77, H, carries 0.12; number 78, H, carries 0.11; number 79, H, carries 0.12; number 80, C, carries -0.15; number 81, C, carries -0.14; number 82, C, carries -0.24; number 83, O, carries -0.16; number 84, C, carries -0.19; number 85, H, carries 0.12; number 86, H, carries 0.11; number 87, H, carries 0.11; number 88, H, carries 0.11; number 89, H, carries 0.11; number 90, H, carries 0.12; number 91, H, carries 0.10; number 92, H, carries 0.11; number 93, C, carries -0.17; number 94, C, carries -0.15; number 95, C, carries -0.26; number 96, O, carries -0.11; number 97, C, carries -0.20; number 98, H, carries 0.12; number 99, H, carries 0.10